Computed, not measured: a molecular structure, C28H61InO16PS, with ωB97M-V/def2-TZVPD.

Values from the calculation:
- E_LUMO: 1.685 eV
- HOMO-LUMO gap: 5.96 eV
- HOMO level: -0.157 Ha
- Charge: -1

Atoms and positions in Å:
O: -6.260 -2.246 -3.903
P: -4.657 -1.913 -3.992
O: -4.659 -0.277 -3.869
S: -4.111 -2.304 -5.815
In: -3.504 -3.113 -1.975
H: -6.523 -2.368 -2.985
H: -5.067 0.001 -3.042
H: -1.805 -2.877 -2.146
H: -4.230 -2.307 -0.581
H: -4.125 -4.704 -2.163
O: -1.575 -5.457 -0.359
C: -0.499 -5.561 0.152
O: 0.178 -6.743 -0.025
C: 1.521 -6.965 0.422
C: 1.596 -7.437 1.860
C: 0.084 -4.448 0.993
H: 2.139 -6.080 0.263
H: 1.893 -7.742 -0.247
H: 1.232 -6.673 2.548
H: 2.625 -7.662 2.131
H: 0.989 -8.333 1.990
H: -0.239 -4.587 2.025
H: -0.363 -3.532 0.615
H: 1.157 -4.324 0.968
O: 2.882 -2.770 1.171
C: 2.867 -1.774 0.485
O: 1.686 -1.331 0.044
C: 1.555 -0.074 -0.657
C: 1.793 -0.223 -2.142
C: 4.142 -1.070 0.063
H: 2.200 0.661 -0.190
H: 0.523 0.219 -0.470
H: 2.816 -0.533 -2.360
H: 1.615 0.734 -2.633
H: 1.112 -0.964 -2.562
H: 4.497 -1.542 -0.855
H: 4.885 -1.232 0.841
H: 4.026 -0.006 -0.123
O: 4.249 -7.581 4.210
C: 5.111 -6.941 3.668
O: 4.934 -6.598 2.375
C: 5.811 -5.701 1.683
C: 7.013 -6.409 1.092
C: 6.412 -6.586 4.351
H: 6.103 -4.878 2.338
H: 5.179 -5.274 0.910
H: 7.649 -6.847 1.863
H: 7.613 -5.703 0.515
H: 6.684 -7.208 0.427
H: 7.107 -7.414 4.202
H: 6.210 -6.494 5.415
H: 6.877 -5.676 3.983
O: 3.168 2.541 0.512
C: 3.583 2.624 1.643
O: 4.420 3.627 1.947
C: 4.790 3.914 3.308
C: 6.008 3.138 3.759
C: 3.211 1.596 2.690
H: 3.929 3.776 3.957
H: 4.993 4.983 3.298
H: 5.827 2.062 3.764
H: 6.281 3.442 4.770
H: 6.851 3.336 3.096
H: 3.929 0.776 2.630
H: 2.228 1.206 2.441
H: 3.205 1.972 3.709
O: -8.762 1.784 -4.926
C: -8.341 1.219 -5.901
O: -8.820 1.652 -7.111
C: -8.268 1.181 -8.345
C: -8.883 -0.127 -8.799
C: -7.395 0.052 -5.860
H: -7.183 1.105 -8.277
H: -8.496 1.977 -9.055
H: -8.665 -0.931 -8.097
H: -8.482 -0.409 -9.774
H: -9.965 -0.023 -8.882
H: -7.970 -0.868 -5.757
H: -6.746 0.149 -4.994
H: -6.759 -0.038 -6.735
O: 2.400 5.629 3.351
C: 1.920 5.987 2.305
O: 2.587 6.934 1.608
C: 2.228 7.280 0.261
C: 1.127 8.316 0.202
C: 0.608 5.464 1.784
H: 1.975 6.383 -0.305
H: 3.153 7.674 -0.158
H: 0.196 7.937 0.622
H: 0.940 8.598 -0.835
H: 1.420 9.208 0.758
H: -0.198 6.065 2.208
H: 0.485 4.441 2.131
H: 0.510 5.472 0.703
O: -2.611 4.658 0.170
C: -3.225 4.847 1.184
O: -2.844 4.164 2.291
C: -3.374 4.448 3.591
C: -4.670 3.713 3.861
C: -4.423 5.768 1.248
H: -3.481 5.525 3.734
H: -2.593 4.109 4.270
H: -5.463 4.034 3.185
H: -4.998 3.900 4.885
H: -4.524 2.641 3.732
H: -5.308 5.188 0.983
H: -4.282 6.540 0.497
H: -4.590 6.229 2.217


Computed, not measured: a molecular structure, C28H61NNbO10, with ωB97M-V/def2-TZVPD.

Values from the calculation:
- E_LUMO: 1.926 eV
- Energy above the lowest of the compared OMol25 structures with the same formula, charge and spin: 18.35 kcal/mol
- HOMO-LUMO gap: 5.22 eV
- HOMO level: -0.121 Ha
- Charge: -1

Atoms and positions in Å:
N: 2.590 -0.942 0.856
C: 1.802 -0.167 -0.143
Nb: 0.591 1.554 0.795
C: -1.390 0.369 0.586
C: -2.602 1.260 0.376
O: -3.930 0.636 0.595
C: -3.945 -0.697 0.496
O: -3.907 -1.298 -0.505
H: 3.551 -1.052 0.563
H: 2.557 -0.500 1.762
H: 2.420 0.194 -0.971
H: 1.073 -0.859 -0.586
H: 0.795 0.812 2.485
H: 2.161 2.454 1.120
H: 0.436 2.297 -0.872
H: -0.262 2.967 1.558
H: -1.288 -0.253 -0.308
H: -1.440 -0.257 1.482
H: -2.604 1.707 -0.619
H: -2.558 2.097 1.070
H: -4.018 -1.230 1.460
C: -0.508 6.593 1.636
C: -1.479 5.798 0.793
O: -1.285 4.633 0.551
C: -2.698 6.530 0.279
H: 0.314 5.947 1.939
H: -0.109 7.429 1.059
H: -1.012 6.969 2.529
H: -2.395 7.365 -0.357
H: -3.288 6.898 1.121
H: -3.305 5.842 -0.309
C: -0.652 -3.808 -1.423
C: 0.724 -3.879 -2.042
O: 1.517 -2.979 -1.905
C: 1.057 -5.121 -2.835
H: -0.759 -2.868 -0.884
H: -1.417 -3.855 -2.202
H: -0.788 -4.633 -0.722
H: 0.367 -5.218 -3.677
H: 0.994 -6.001 -2.195
H: 2.071 -5.040 -3.222
C: -0.717 -4.309 -8.504
C: -0.568 -4.565 -7.023
O: 0.156 -5.439 -6.605
C: -1.363 -3.684 -6.092
H: -0.093 -5.010 -9.056
H: -1.757 -4.448 -8.804
H: -0.399 -3.292 -8.740
H: -2.430 -3.799 -6.290
H: -1.071 -2.641 -6.225
H: -1.164 -3.975 -5.063
C: -4.032 9.352 4.895
C: -4.292 8.190 3.966
O: -3.750 8.113 2.886
C: -5.254 7.133 4.439
H: -3.323 10.035 4.430
H: -4.962 9.888 5.091
H: -3.610 8.990 5.834
H: -6.233 7.568 4.613
H: -4.880 6.676 5.358
H: -5.344 6.362 3.676
C: 2.885 -9.207 -0.866
C: 3.029 -7.825 -0.269
O: 2.141 -7.009 -0.356
C: 4.325 -7.511 0.436
H: 1.910 -9.296 -1.341
H: 3.660 -9.371 -1.617
H: 2.967 -9.962 -0.082
H: 5.158 -7.601 -0.259
H: 4.467 -8.194 1.276
H: 4.295 -6.493 0.814
C: -10.399 5.808 4.907
C: -9.019 5.811 4.296
O: -8.266 6.748 4.442
C: -8.619 4.598 3.495
H: -10.554 6.737 5.453
H: -11.154 5.729 4.124
H: -10.498 4.971 5.600
H: -9.298 4.467 2.651
H: -8.642 3.709 4.127
H: -7.608 4.731 3.115
C: 8.675 -7.965 1.638
C: 7.966 -6.924 0.804
O: 6.911 -6.450 1.151
C: 8.632 -6.503 -0.484
H: 8.088 -8.173 2.530
H: 8.789 -8.888 1.067
H: 9.657 -7.595 1.940
H: 8.744 -7.363 -1.146
H: 9.612 -6.071 -0.273
H: 8.017 -5.754 -0.980
C: 5.146 2.180 -2.841
C: 4.865 2.645 -1.428
O: 4.250 1.963 -0.651
C: 5.390 4.009 -1.036
H: 4.713 1.191 -2.984
H: 4.696 2.869 -3.558
H: 6.223 2.122 -3.009
H: 4.952 4.777 -1.676
H: 6.479 4.031 -1.126
H: 5.117 4.213 -0.003


Computed, not measured: 7 unconnected molecules or ions with the total composition C28H62Br12N5O5S2, with ωB97M-V/def2-TZVPD.

Values from the calculation:
- E_LUMO: -2.917 eV
- Energy above the lowest of the compared OMol25 structures with the same formula, charge and spin: 147.75 kcal/mol
- HOMO-LUMO gap: 8.36 eV
- HOMO level: -0.415 Ha
- Charge: +1

Atoms and positions in Å:
C: -4.914 -1.289 -1.709
C: -3.900 -0.965 -2.949
C: -2.635 -1.996 -2.762
C: -1.461 -1.269 -1.870
C: 0.036 -1.600 -2.369
C: 0.309 -3.158 -2.761
C: -0.363 -4.355 -1.970
N: 0.699 -5.458 -1.932
N: -1.488 -5.031 -2.763
N: -0.884 -4.152 -0.605
C: 0.192 -0.925 -3.875
N: 0.738 0.449 -3.925
C: 0.454 1.301 -2.754
O: 1.026 2.633 -2.997
C: 1.134 0.553 -1.478
S: 0.254 1.327 -0.022
C: 2.718 1.004 -1.583
O: 2.981 2.178 -0.777
C: 4.117 1.998 0.111
C: 3.951 3.144 1.272
O: 2.992 2.570 2.241
C: 3.686 1.821 3.277
C: 2.728 1.841 4.609
N: 1.134 -0.958 -1.526
S: 1.430 -1.700 0.047
C: 2.347 -3.352 -0.067
O: 2.429 -0.877 0.912
O: 0.198 -1.795 0.952
H: -5.520 -2.257 -1.940
H: -4.251 -1.545 -0.801
H: -5.594 -0.403 -1.443
H: -4.492 -1.263 -3.908
H: -3.568 0.135 -2.976
H: -3.081 -2.915 -2.214
H: -2.253 -2.363 -3.782
H: -1.745 -0.158 -1.871
H: -1.686 -1.632 -0.784
H: 1.470 -3.280 -2.729
H: 0.061 -3.372 -3.884
H: 0.384 -6.263 -2.512
H: 0.801 -5.841 -0.979
H: -2.287 -5.251 -2.152
H: -1.746 -4.487 -3.597
H: -1.873 -3.806 -0.581
H: -0.945 -5.038 -0.046
H: -0.804 -0.930 -4.456
H: 0.925 -1.553 -4.536
H: 1.697 0.526 -4.298
H: -0.678 1.535 -2.605
H: 1.647 2.594 -3.766
H: 1.103 1.349 1.095
H: 3.057 1.118 -2.696
H: 3.426 0.167 -1.176
H: 4.142 0.997 0.674
H: 5.111 2.238 -0.444
H: 3.404 4.080 0.844
H: 4.954 3.424 1.761
H: 4.700 2.276 3.583
H: 3.846 0.709 3.027
H: 2.396 0.768 4.900
H: 3.253 2.316 5.515
H: 1.759 2.438 4.410
H: 2.010 -1.197 -2.070
H: 1.586 -4.162 0.215
H: 3.182 -3.415 0.746
H: 2.883 -3.503 -1.069
Br: 4.560 0.861 7.966
C: 6.406 1.426 7.698
C: 6.497 2.917 7.480
Br: 5.944 3.405 5.675
H: 6.799 0.843 6.863
H: 6.927 1.139 8.613
H: 7.533 3.254 7.560
H: 5.879 3.493 8.170
Br: -6.891 -1.129 1.215
C: -7.901 0.525 1.426
C: -7.928 1.317 0.141
Br: -6.232 2.232 -0.161
H: -7.453 1.068 2.259
H: -8.909 0.208 1.703
H: -8.674 2.113 0.196
H: -8.122 0.705 -0.741
Br: 0.555 1.728 -8.811
C: 0.052 2.656 -7.173
C: 0.980 3.813 -6.891
Br: 2.686 3.194 -6.178
H: 0.038 1.910 -6.376
H: -0.965 3.014 -7.349
H: 0.565 4.458 -6.113
H: 1.203 4.414 -7.774
Br: -11.220 -1.062 -0.208
C: -12.235 0.589 0.002
C: -12.266 1.380 -1.283
Br: -10.573 2.297 -1.586
H: -11.787 1.134 0.834
H: -13.242 0.270 0.282
H: -13.014 2.175 -1.227
H: -12.459 0.767 -2.164
Br: -0.096 -6.740 1.836
C: -0.995 -6.645 3.563
C: -1.574 -5.272 3.803
Br: -0.187 -3.995 4.300
H: -0.266 -6.944 4.318
H: -1.788 -7.394 3.512
H: -2.262 -5.288 4.651
H: -2.088 -4.861 2.933
Br: 10.888 5.512 5.523
C: 9.945 6.295 4.008
C: 8.725 5.484 3.644
Br: 9.216 3.865 2.675
H: 10.666 6.381 3.194
H: 9.656 7.295 4.339
H: 8.084 6.041 2.958
H: 8.140 5.172 4.510


Computed, not measured: a molecular structure, C28H62N11Ti, with ωB97M-V/def2-TZVPD.

Values from the calculation:
- Multiplicity: 2
- E_LUMO (spin up / spin down): -4.632 / -4.557 eV
- Energy above the lowest of the compared OMol25 structures with the same formula, charge and spin: 11.70 kcal/mol
- HOMO-LUMO gap (spin up / spin down): 8.01 / 8.77 eV
- HOMO level (spin up / spin down): -0.465 / -0.490 Ha
- Charge: +2

Atoms and positions in Å:
Ti: 0.074 -0.855 -0.089
N: -0.034 -0.545 2.346
C: -0.648 -1.775 2.843
C: -1.949 -1.974 2.069
N: -1.735 -1.843 0.616
C: -2.002 -3.093 -0.103
C: -0.704 -3.895 -0.088
N: 0.333 -2.997 -0.605
H: -0.657 0.233 2.572
H: 0.843 -0.367 2.832
H: 0.048 -2.602 2.672
H: -0.869 -1.738 3.920
H: -2.365 -2.955 2.314
H: -2.674 -1.217 2.391
H: -2.398 -1.112 0.292
H: -2.819 -3.660 0.358
H: -2.289 -2.868 -1.135
H: -0.466 -4.178 0.943
H: -0.793 -4.815 -0.682
H: 1.261 -3.376 -0.407
H: 0.245 -2.970 -1.622
C: 3.815 -4.051 -0.539
N: 3.090 -3.084 0.267
C: 2.767 -3.543 1.610
C: 3.209 -1.725 0.047
N: 2.154 -0.947 0.294
C: 2.394 0.286 0.926
C: 3.429 0.409 1.862
C: 3.570 1.538 2.646
C: 2.676 2.588 2.508
C: 1.655 2.495 1.581
C: 1.493 1.362 0.779
N: 0.364 1.266 -0.061
C: 0.062 2.339 -0.779
N: 0.984 3.198 -1.271
C: 0.713 4.573 -1.639
C: 2.365 2.838 -1.472
N: -1.284 2.574 -1.082
C: -2.037 3.352 -0.108
C: -1.618 2.906 -2.460
N: 4.363 -1.256 -0.478
C: 5.664 -1.780 -0.118
C: 4.400 -0.085 -1.321
H: 4.787 -4.326 -0.128
H: 3.946 -3.662 -1.545
H: 3.219 -4.964 -0.594
H: 3.677 -3.778 2.172
H: 2.165 -4.451 1.563
H: 2.220 -2.761 2.135
H: 4.107 -0.423 2.003
H: 4.357 1.595 3.382
H: 2.761 3.466 3.127
H: 0.940 3.300 1.483
H: -0.234 4.916 -1.247
H: 0.726 4.696 -2.724
H: 1.498 5.201 -1.215
H: 2.459 1.756 -1.499
H: 3.005 3.237 -0.681
H: 2.695 3.249 -2.426
H: -1.709 3.094 0.900
H: -3.103 3.148 -0.225
H: -1.911 4.436 -0.237
H: -0.860 2.501 -3.124
H: -1.715 3.977 -2.650
H: -2.574 2.441 -2.698
H: 5.598 -2.390 0.777
H: 6.323 -0.937 0.095
H: 6.106 -2.363 -0.927
H: 3.427 0.044 -1.791
H: 5.145 -0.242 -2.103
H: 4.667 0.816 -0.761
C: -6.105 0.384 2.875
C: -5.131 1.085 1.929
C: -4.265 2.055 2.737
C: -5.917 1.836 0.849
N: -4.271 0.020 1.370
N: -3.337 0.382 0.350
H: -6.767 1.111 3.333
H: -5.562 -0.130 3.662
H: -6.716 -0.343 2.346
H: -4.903 2.696 3.336
H: -3.666 2.695 2.094
H: -3.610 1.499 3.404
H: -6.622 2.521 1.310
H: -6.477 1.142 0.224
H: -5.258 2.428 0.213
H: -4.874 -0.697 0.971
H: -2.676 1.044 0.752
H: -3.780 0.832 -0.453
C: -0.251 -0.161 -4.520
C: 0.426 -0.321 -3.151
C: 1.514 -1.392 -3.282
C: -0.599 -0.689 -2.073
H: 0.466 0.137 -5.281
H: -1.043 0.582 -4.489
H: -0.690 -1.110 -4.826
H: 0.902 0.634 -2.890
H: 1.081 -2.311 -3.677
H: 1.986 -1.600 -2.318
H: 2.277 -1.069 -3.986
H: -1.115 -1.589 -2.452
H: -1.368 0.100 -2.055